Formula: C5H9NO
Source: the Open Molecules 2025 dataset
Level of theory: wB97M-V/def2-TZVPD

## Properties
gap between HOMO and LUMO: 10.861 eV
relative energy (zero: lowest compared OMol25 entry of this formula, charge and spin): 44.7 kcal per mole
total energy: -8867.272 eV
SMILES: [H]/N=C(/C)OC1CC1

Atoms and positions in Å:
C (-1.68, 0.97, -0.20)
C (-1.47, -0.50, -0.44)
N (-2.43, -1.25, -0.79)
O (-0.20, -1.00, -0.34)
C (0.68, -0.39, 0.57)
C (1.55, 0.75, 0.12)
C (2.13, -0.63, 0.31)
H (-1.34, 1.28, 0.80)
H (-1.12, 1.56, -0.93)
H (-2.75, 1.19, -0.30)
H (-2.08, -2.20, -0.90)
H (0.33, -0.40, 1.60)
H (1.43, 1.08, -0.91)
H (1.79, 1.53, 0.83)
H (2.37, -1.19, -0.58)
H (2.78, -0.82, 1.17)

Formula: C5H9NO
Source: the Open Molecules 2025 dataset
Level of theory: wB97M-V/def2-TZVPD

## Properties
gap between HOMO and LUMO: 10.289 eV
relative energy (zero: lowest compared OMol25 entry of this formula, charge and spin): 98.5 kcal per mole
total energy: -8864.941 eV

Atoms and positions in Å:
C (1.09, -0.03, -1.82)
N (0.57, 0.20, -0.54)
C (1.27, -0.41, 0.51)
C (-0.17, -0.81, 0.20)
C (-1.46, -0.30, 0.82)
O (-2.39, -1.07, 0.98)
C (-1.56, 1.17, 1.17)
H (1.95, -1.13, -1.49)
H (1.80, 0.76, -2.10)
H (0.27, -0.12, -2.56)
H (2.06, -1.19, -0.20)
H (1.58, 0.19, 1.38)
H (-0.27, -1.83, -0.18)
H (-2.60, 1.40, 1.44)
H (-0.92, 1.37, 2.04)
H (-1.23, 1.80, 0.35)

Q: gap between HOMO and LUMO of number 2 (C5H9NO)?
A: 10.289 eV